Record 1
ORCA calculation (the ωB97M-V functional and the def2-TZVPD basis) on a single C2H2OS2 molecule.

The net charge is 0. As for the gap between HOMO and LUMO: 7.953 eV. For the total energy, the calculation gives -948.97164 hartree. Its multiplicity is 1. The energy above the lowest of the compared OMol25 structures with the same formula, charge and spin is 87.6 kJ/mol. The LUMO energy comes out at -0.0545 hartree. The SMILES is O=CC(=S)S.

Each line ends with the Löwdin charge.
Atoms and positions in Å:
S 0.899 -1.270 0.604  0.822
S 0.560 0.636 -1.815  0.728
O -1.611 0.158 1.216  0.053
C -0.832 0.624 0.441  -0.459
C 0.104 -0.093 -0.461  -1.156
H 1.769 -1.819 -0.236  -0.122
H -0.889 1.764 0.251  0.132

***

Record 2
ORCA calculation (the ωB97M-V functional and the def2-TZVPD basis) on a molecular structure, C9H20ClHfIO2P.

The net charge is +3. As for the gap between HOMO and LUMO: 7.704 eV. For the total energy, the calculation gives -1651.58780 hartree. Its multiplicity is 1. The LUMO energy comes out at -0.4807 hartree.

Each line ends with the Löwdin charge.
Atoms and positions in Å:
Hf 0.212 -0.861 -0.343  0.850
I 1.264 -3.323 -0.248  1.053
Cl -2.119 -0.955 -0.160  0.276
P 0.121 1.015 -2.174  0.699
O 3.186 0.953 -0.427  0.219
O 0.047 -0.158 1.718  -0.417
C 0.597 0.079 4.043  -0.100
C -0.847 0.912 2.224  -0.127
C 1.006 -0.621 2.742  -0.129
C 2.198 0.309 -0.419  -0.074
C -0.487 1.103 3.696  -0.100
C -1.150 0.629 -3.413  -0.227
C -0.357 -3.022 -2.059  -0.225
C 1.464 1.673 -3.196  -0.217
C -0.534 2.524 -1.350  -0.205
H 0.047 -2.513 -2.939  0.046
H -1.387 2.262 -0.705  0.052
H -1.351 1.003 4.354  0.142
H -0.865 3.259 -2.099  0.094
H -0.616 1.814 1.642  0.120
H -1.890 0.600 2.051  0.108
H 1.094 2.334 -3.991  0.095
H -1.287 -2.580 -1.677  -0.055
H 0.256 2.971 -0.728  0.068
H 2.178 2.239 -2.591  0.061
H 2.022 -0.355 2.405  0.127
H -0.098 2.119 3.818  0.136
H -0.531 -4.090 -2.267  0.059
H -2.069 0.304 -2.918  0.045
H 0.220 -0.672 4.742  0.138
H 0.897 -1.712 2.816  0.124
H -0.802 -0.175 -4.071  0.065
H 1.471 0.546 4.495  0.138
H 2.001 0.847 -3.676  0.073
H -1.358 1.517 -4.016  0.087

***

> The lowest gap between HOMO and LUMO belongs to which entry?

C9H20ClHfIO2P

***

Repeat the first record exactly.
ORCA calculation (the ωB97M-V functional and the def2-TZVPD basis) on a single C2H2OS2 molecule.

The net charge is 0. As for the gap between HOMO and LUMO: 7.953 eV. For the total energy, the calculation gives -948.97164 hartree. Its multiplicity is 1. The energy above the lowest of the compared OMol25 structures with the same formula, charge and spin is 87.6 kJ/mol. The LUMO energy comes out at -0.0545 hartree. The SMILES is O=CC(=S)S.

Each line ends with the Löwdin charge.
Atoms and positions in Å:
S 0.899 -1.270 0.604  0.822
S 0.560 0.636 -1.815  0.728
O -1.611 0.158 1.216  0.053
C -0.832 0.624 0.441  -0.459
C 0.104 -0.093 -0.461  -1.156
H 1.769 -1.819 -0.236  -0.122
H -0.889 1.764 0.251  0.132

***

> Which of these has the lowest gap between HOMO and LUMO?

C9H20ClHfIO2P

***

> total energy of number 2 (C9H20ClHfIO2P)?

-1651.58780 hartree